(1)
The following is a quantum chemistry calculation of a cluster of 2 separate species, C3H8NO3 in total in a non-equilibrium geometry, from the Open Molecules 2025 dataset.

XYZ file:
```
15
Properties=species:S:1:pos:R:3
C 1.26902 1.65082 1.31642
N 1.71204 0.35152 0.88022
C 0.77304 -0.70672 1.11733
C -0.33220 -0.45363 0.08214
O -1.35663 -0.04178 0.64442
O 0.00999 -0.79246 -1.02481
H 0.32989 2.05050 0.84035
H 2.01059 2.46203 1.18186
H 0.72119 1.32531 2.34652
H 1.90910 0.38675 -0.15225
H 0.52638 -0.78017 2.22359
H 1.29373 -1.61650 0.89316
H -1.94205 0.58539 -2.27749
H -1.42131 -0.91895 -2.08304
O -1.86222 -0.27799 -2.64831
```

Values from the calculation:
total charge	-1
HOMO-LUMO gap	7.67	eV
relative energy (zero: lowest compared OMol25 entry of this formula, charge and spin)	48.9	kcal/mol
HOMO level	-3.5	eV
2S+1	1
calculated total energy	-399.5998	Eh
LUMO level	4.154	eV



(2)
The following is a quantum chemistry calculation of an isolated molecule of C3H4N2OS2 in a non-equilibrium geometry, from the Open Molecules 2025 dataset.

XYZ file:
```
12
Properties=species:S:1:pos:R:3
C 0.79778 1.13591 -0.46534
C -0.29305 0.36596 0.29386
C 0.12227 -0.83065 1.05381
H 2.65011 -0.68602 -2.83575
H 0.79676 2.19172 -0.32350
H -0.71301 -1.44593 1.48983
H -3.45825 1.36831 0.84215
N 1.64034 0.70459 -1.31078
N -1.36236 0.99555 0.43162
O 1.30865 -1.06755 1.20400
S 1.78071 -0.93266 -1.83643
S -2.74650 0.38165 1.33989
```

Values from the calculation:
total charge	0
HOMO-LUMO gap	8.38	eV
SMILES string	O=CC(/C=N\S)=N\S
relative energy (zero: lowest compared OMol25 entry of this formula, charge and spin)	66.6	kcal/mol
HOMO level	-9.2	eV
2S+1	1
calculated total energy	-1097.7484	Eh
LUMO level	-0.799	eV



(3)
The following is a quantum chemistry calculation of a structure of composition C2H5GaO in a non-equilibrium geometry, from the Open Molecules 2025 dataset.

XYZ file:
```
9
Properties=species:S:1:pos:R:3
C 0.02609 0.62935 -0.10530
C -0.80941 -0.63543 0.15289
H -0.71117 1.31568 -0.57365
H 0.27817 1.39913 0.65058
H -1.77401 -0.41464 0.64475
H -0.29261 -1.35088 0.81228
Ga 1.75517 0.35493 -1.11833
O 2.61052 -0.14901 0.31931
H -1.08274 -1.14912 -0.78251
```

Values from the calculation:
total charge	+1
HOMO-LUMO gap (alpha / beta)	8.26 / 7.82	eV
HOMO level (alpha / beta)	-16.5 / -16.4	eV
2S+1	2
calculated total energy	-2078.7684	Eh
LUMO level (alpha / beta)	-8.285 / -8.577	eV